# 1
131
Properties=species:S:1:pos:R:3 method="wB97M-V/def2-TZVPD" gap_ev=7.55 total_charge=0 smiles="CCOB(O)c1cc(C[SH](=O)=O)cc2c1C(=O)C(S)=CC2=O.CN(C)C=O.CN(C)C=O.CN(C)C=O.CN(C)C=O.CN(C)C=O.CN(C)C=O.CN(C)C=O.CN(C)C=O" homo_ha=-0.3175 e_tot_ha=-3763.9453
C -5.293 0.756 3.308
C -3.954 1.431 3.569
O -2.898 0.713 2.888
B -1.624 0.928 3.350
O -1.246 0.675 4.645
C -0.548 1.486 2.333
C -0.736 2.711 1.680
C 0.194 3.208 0.792
C -0.043 4.522 0.107
S 1.402 5.532 0.352
O 2.315 5.367 -0.753
O 1.064 6.882 0.724
C 1.362 2.505 0.527
C 1.571 1.300 1.171
C 0.629 0.798 2.052
C 0.929 -0.505 2.695
O 0.088 -1.342 2.943
C 2.383 -0.738 2.975
S 2.813 -1.652 4.425
C 3.287 -0.266 2.117
C 2.822 0.523 0.942
O 3.402 0.500 -0.123
H -5.874 0.688 4.226
H -5.854 1.294 2.550
H -5.120 -0.252 2.939
H -3.734 1.447 4.638
H -3.950 2.460 3.209
H -1.560 -0.176 4.964
H -1.631 3.289 1.873
H -0.851 5.065 0.592
H -0.239 4.386 -0.955
H 1.980 4.953 1.434
H 2.088 2.904 -0.170
H 3.608 -0.748 5.009
H 4.343 -0.436 2.273
C 6.362 4.145 3.464
N 5.031 3.642 3.775
C 4.847 2.817 4.956
C 3.965 3.903 3.014
O 2.831 3.497 3.232
H 7.069 3.325 3.321
H 6.724 4.770 4.282
H 6.322 4.742 2.554
H 4.456 1.837 4.674
H 4.130 3.280 5.635
H 5.802 2.697 5.459
H 4.194 4.535 2.138
C 10.585 0.428 1.163
N 10.179 1.120 2.371
C 10.502 0.541 3.665
C 9.511 2.284 2.339
O 9.148 2.899 3.327
H 10.133 -0.564 1.122
H 11.671 0.320 1.134
H 10.266 0.994 0.291
H 9.591 0.349 4.232
H 11.120 1.228 4.243
H 11.039 -0.392 3.516
H 9.313 2.644 1.316
C -3.730 -0.223 -2.376
N -4.131 0.276 -1.073
C -3.763 -0.468 0.125
C -4.833 1.410 -0.925
O -5.197 1.866 0.147
H -4.142 -1.217 -2.547
H -2.644 -0.287 -2.437
H -4.085 0.454 -3.152
H -4.664 -0.766 0.664
H -3.172 0.165 0.784
H -3.197 -1.354 -0.155
H -5.062 1.908 -1.882
C -7.974 -3.480 -2.354
N -6.627 -3.905 -2.673
C -6.276 -5.316 -2.547
C -5.688 -3.039 -3.083
O -4.539 -3.334 -3.360
H -8.211 -3.714 -1.314
H -8.696 -3.985 -2.999
H -8.067 -2.406 -2.500
H -5.464 -5.431 -1.828
H -5.942 -5.713 -3.500
H -7.144 -5.876 -2.208
H -6.063 -2.001 -3.145
C -8.443 -10.580 -3.672
N -7.653 -9.456 -4.134
C -8.020 -8.787 -5.371
C -6.581 -9.004 -3.455
O -5.892 -8.066 -3.806
H -8.432 -11.383 -4.411
H -9.477 -10.275 -3.501
H -8.032 -10.959 -2.739
H -7.199 -8.838 -6.086
H -8.238 -7.736 -5.183
H -8.899 -9.269 -5.792
H -6.380 -9.574 -2.532
C -0.158 0.326 -4.485
N -0.382 1.047 -3.248
C 0.186 0.525 -2.015
C -1.097 2.182 -3.207
O -1.342 2.821 -2.197
H -0.568 -0.684 -4.415
H 0.911 0.257 -4.696
H -0.645 0.845 -5.308
H -0.601 0.327 -1.283
H 0.871 1.250 -1.582
H 0.725 -0.395 -2.228
H -1.470 2.493 -4.197
C 1.433 -4.794 2.201
N 2.340 -5.912 2.037
C 2.676 -6.366 0.699
C 2.889 -6.552 3.088
O 3.655 -7.491 2.998
H 0.463 -5.021 1.754
H 1.844 -3.904 1.717
H 1.290 -4.581 3.258
H 2.384 -7.409 0.568
H 3.751 -6.294 0.533
H 2.154 -5.750 -0.030
H 2.575 -6.134 4.060
C 2.130 7.871 -2.189
N 1.785 8.797 -3.259
C 2.463 8.691 -4.537
C 0.854 9.755 -3.109
O 0.532 10.549 -3.975
H 3.189 7.989 -1.947
H 1.957 6.848 -2.506
H 1.548 8.078 -1.299
H 2.985 9.621 -4.769
H 1.744 8.504 -5.335
H 3.179 7.874 -4.494
H 0.395 9.756 -2.106

---

# 2
76
Properties=species:S:1:pos:R:3 method="wB97M-V/def2-TZVPD" gap_ev="4.25 / 2.97" total_charge=0 homo_ha="-0.1731 / -0.1498" e_tot_ha=-4627.1590 e_above_lowest_ev=4.484
Be -0.223 1.113 -5.682
C -1.891 1.305 -6.264
C -1.638 0.023 -5.772
C -1.286 -1.120 -6.662
C 0.042 -0.841 -7.398
C 0.886 0.159 -6.622
C 0.950 1.505 -6.967
C -0.021 2.386 -7.692
C -1.490 1.897 -7.586
C 1.173 0.138 0.029
H -2.772 1.813 -5.848
H -2.125 -0.236 -4.815
H -2.100 -1.279 -7.392
H -1.194 -2.045 -6.070
H 0.569 -1.783 -7.587
H -0.176 -0.420 -8.388
H 1.713 -0.287 -6.050
H 1.939 1.961 -6.940
H 0.212 2.523 -8.780
H 0.074 3.414 -7.261
H -2.131 2.772 -7.798
H -1.659 1.181 -8.420
H 1.602 0.919 0.670
H 1.105 -0.795 0.599
H 0.154 0.428 -0.269
P -1.670 -0.455 -1.708
P 2.173 -0.097 -1.447
C -0.213 -1.212 -2.653
C 1.098 -0.814 -2.684
C -2.598 -1.975 -1.729
C -2.752 -2.977 -2.716
C -3.392 -4.170 -2.350
C -3.855 -4.359 -1.040
C -3.741 -3.335 -0.088
C -3.124 -2.143 -0.433
C -3.213 0.628 -2.412
C -3.118 2.024 -2.434
C -4.186 2.846 -2.779
C -5.471 2.300 -2.914
C -5.618 0.915 -2.824
C -4.485 0.094 -2.691
C 3.699 -1.105 -1.234
C 3.535 -2.501 -1.174
C 4.645 -3.349 -1.122
C 5.939 -2.842 -1.107
C 6.117 -1.462 -1.163
C 5.014 -0.594 -1.215
C 2.775 1.544 -1.986
C 2.666 2.710 -1.197
C 3.087 3.948 -1.705
C 3.598 4.059 -3.000
C 3.755 2.900 -3.761
C 3.383 1.659 -3.249
H -0.485 -2.131 -3.235
H 1.594 -1.040 -3.636
H -2.361 -2.853 -3.735
H -3.512 -4.976 -3.081
H -4.298 -5.309 -0.739
H -4.094 -3.448 0.929
H -2.979 -1.337 0.299
H -2.160 2.481 -2.192
H -4.046 3.920 -2.933
H -6.344 2.948 -3.078
H -6.612 0.479 -2.857
H -4.643 -0.973 -2.783
H 2.534 -2.934 -1.193
H 4.497 -4.426 -1.112
H 6.803 -3.511 -1.078
H 7.123 -1.058 -1.186
H 5.190 0.486 -1.253
H 2.263 2.657 -0.195
H 3.008 4.844 -1.082
H 3.890 5.034 -3.403
H 4.158 2.967 -4.774
H 3.556 0.757 -3.839
Br 0.059 2.298 -3.977

---

# 3
60
Properties=species:S:1:pos:R:3 method="wB97M-V/def2-TZVPD" gap_ev=9.61 total_charge=0 smiles="COC(=O)OC.Fc1ccccc1.Fc1ccccc1.Fc1ccccc1.c1ccccc1" homo_ha=-0.3354 e_tot_ha=-1570.2644
C -9.296 3.735 11.498
O -9.161 2.365 11.643
C -8.036 1.794 11.509
O -6.978 2.357 11.424
O -8.310 0.494 11.494
C -7.193 -0.373 11.302
H -8.996 4.189 10.554
H -8.889 4.431 12.231
H -10.354 3.979 11.397
H -6.579 0.008 10.486
H -7.455 -1.400 11.049
H -6.576 -0.362 12.199
F -2.640 8.843 12.457
C -3.421 9.608 11.681
C -4.359 8.936 10.793
C -5.060 9.656 9.853
C -5.006 11.036 9.927
C -4.200 11.679 10.869
C -3.364 10.967 11.767
H -4.378 7.860 10.703
H -5.860 9.198 9.290
H -5.781 11.434 9.289
H -4.163 12.739 11.075
H -2.773 11.364 12.579
F -8.771 2.940 18.992
C -7.726 2.160 18.687
C -6.448 2.381 19.051
C -5.379 1.604 18.637
C -5.606 0.496 17.871
C -6.845 0.272 17.368
C -7.915 1.107 17.779
H -6.011 3.183 19.628
H -4.361 1.808 18.935
H -4.726 -0.041 17.550
H -7.042 -0.515 16.655
H -8.899 0.980 17.353
F -14.071 8.101 9.171
C -15.428 8.282 9.082
C -16.149 8.377 10.248
C -17.530 8.455 10.167
C -18.140 8.395 8.911
C -17.373 8.130 7.766
C -15.959 8.238 7.787
H -15.629 8.504 11.186
H -18.034 8.649 11.102
H -19.219 8.344 8.912
H -17.877 8.111 6.811
H -15.343 8.219 6.901
C -14.851 4.329 17.299
C -14.777 4.641 15.933
C -15.405 3.890 15.007
C -16.290 2.933 15.423
C -16.423 2.566 16.721
C -15.738 3.283 17.680
H -14.270 4.865 18.035
H -14.192 5.487 15.604
H -15.246 4.093 13.958
H -16.889 2.582 14.596
H -17.205 1.834 16.862
H -15.842 3.135 18.745